Record 1
# C15H29BBeBr4ClF2MgN3O13P

A structure of composition C15H29BBeBr4ClF2MgN3O13P in a non-equilibrium geometry (ωB97M-V/def2-TZVPD, the Open Molecules 2025 dataset).

Output
* net charge: -1
* orbital gap: 1.43 eV

XYZ file:
```
71
Properties=species:S:1:pos:R:3:forces:R:3:mulliken_charge:R:1
O -3.496697 1.006427 -3.467483 2.4 0.5 3.3 -0.7030
P -2.755277 1.225255 -2.088679 -2.3 -1.7 -2.8 0.5536
C -0.909431 0.602534 -2.112736 0.5 3.1 -0.1 -0.1497
C 0.025045 1.696274 -2.959448 0.9 -1.1 1.1 -0.7312
C 1.592502 1.303227 -2.577799 -0.3 0.5 -1.5 -0.5132
C 1.807757 -0.283666 -2.231769 0.8 -0.3 0.2 0.7983
C 1.975986 -0.637432 -0.640974 0.2 -0.7 0.4 -0.0631
C 3.124359 0.221339 0.150700 -0.3 -0.2 1.1 -0.6608
C 4.560878 -0.547859 0.344331 0.3 2.0 -0.8 -0.5661
Br 4.603684 -1.354109 2.199319 0.1 0.2 -1.6 -0.1919
C 0.651768 -1.287713 -2.829734 1.8 -1.4 0.7 -0.6415
N -0.749536 -0.719221 -2.829549 0.7 2.3 -2.5 0.1695
H -2.796111 2.625558 -1.659955 0.6 -1.1 -0.2 0.0858
H -3.392431 0.469310 -1.001694 0.9 0.9 -0.8 0.0182
H -0.574260 0.607052 -0.991429 -0.4 -0.6 -2.2 -0.0218
H -0.162233 2.797948 -2.597250 0.1 -2.2 -1.0 0.3888
H -0.103435 1.540139 -4.113747 -0.2 0.5 2.3 0.2664
H 1.917833 2.049086 -1.737335 -0.4 -1.8 -1.4 0.3008
H 2.230739 1.522331 -3.562196 -1.3 -0.4 2.4 0.0658
H 2.832834 -0.603978 -2.752945 -2.4 0.7 1.1 0.2382
H 0.954538 -0.610474 -0.026750 2.2 0.1 -1.4 -0.3958
H 2.321771 -1.779082 -0.590380 -0.8 2.4 -0.1 0.3329
H 2.697419 0.411834 1.248844 1.0 -0.3 -2.5 0.3219
H 3.356615 1.278443 -0.293439 -0.6 -2.0 0.6 0.1857
H 4.840679 -1.302599 -0.504702 -0.8 1.1 1.9 0.3286
H 5.392146 0.307451 0.356265 -1.6 -2.0 0.3 0.3479
H 0.903722 -1.729607 -3.891926 -0.6 1.2 2.0 0.1989
H 0.626933 -2.228524 -2.095771 0.0 2.0 -1.5 0.2006
H -1.027826 -0.576707 -3.836725 0.2 0.3 1.3 0.4605
H -1.460207 -1.376300 -2.419604 0.4 0.1 0.1 0.2161
Cl -1.895370 -2.147576 -0.990395 -0.8 -2.3 0.8 -0.4489
C -2.015508 -1.405202 3.231235 -1.8 0.2 0.0 -0.4051
C -0.749838 -1.831694 2.507803 3.6 -1.3 -1.6 0.5164
O -0.598726 -3.077967 2.374702 -0.8 1.8 0.5 -0.6844
O -0.009093 -0.880727 2.131333 -1.6 -0.9 0.7 -0.6708
H -2.613462 -2.271012 3.531390 -0.1 -0.5 -0.1 0.4383
H -1.756044 -0.836177 4.128999 2.1 1.1 -1.6 0.1166
H -2.623743 -0.775458 2.575225 -0.1 0.2 0.2 0.4665
Be -1.277588 -3.683209 -2.814264 -0.5 0.4 1.1 0.1602
B -7.336687 1.403640 -0.807776 -2.0 1.1 -2.6 0.6236
O -7.827989 1.110284 0.542877 1.2 -0.4 0.9 -0.4420
C -6.767660 0.756181 1.281588 -4.0 -0.1 2.6 0.2245
O -6.827432 0.446740 2.460581 0.4 0.2 -1.1 -0.6382
C -5.577452 0.800138 0.476567 3.3 0.2 -2.7 0.9574
O -4.446330 0.534627 0.849877 -0.9 0.1 0.0 -0.6260
O -5.887143 1.181969 -0.769971 0.7 -0.5 1.5 -0.3758
F -7.622824 2.786911 -1.155212 0.4 -1.8 0.5 -0.3548
F -7.955506 0.507056 -1.771663 0.7 1.1 1.4 -0.3812
Mg -2.696577 -1.124112 5.388367 -1.4 -0.5 1.6 0.4422
C -2.994671 -1.278018 10.296414 0.1 0.1 0.3 -0.2913
Br -1.415080 -0.326992 9.675937 -0.4 -0.2 0.1 -0.0027
Br -4.400305 -0.056688 10.859217 0.4 -0.3 -0.2 0.0143
Br -3.633055 -2.558342 8.978265 0.1 0.3 0.2 -0.0143
H -2.696175 -1.851166 11.180397 -0.1 0.2 -0.4 0.3404
O -6.741986 0.057751 -4.264966 0.4 -0.5 -0.1 -0.6263
H -6.984517 -0.547278 -3.547900 0.0 0.5 -0.1 0.3008
H -5.773115 0.054161 -4.256588 -0.2 0.2 0.1 0.3165
O 6.467829 2.039915 1.848488 -0.1 0.8 -1.2 -0.7057
H 6.448326 1.416772 2.551720 0.0 -1.0 1.2 0.3529
C 6.086977 0.431965 5.432962 -0.1 0.1 0.2 0.8649
O 6.569560 0.285765 4.320513 0.5 -0.1 -1.2 -0.4590
O 6.659229 0.958233 6.394385 1.4 0.9 1.0 -0.4358
O 4.951653 0.076431 5.769483 -1.8 -0.8 -0.1 -0.3988
C 5.131892 0.553517 -4.715003 -0.2 0.1 0.3 0.6356
O 3.982211 0.332914 -4.368249 -0.1 -0.1 -0.1 -0.5884
N 5.966672 1.337560 -4.009233 0.3 0.8 0.9 -0.3698
N 5.666773 0.032432 -5.833930 0.1 -0.8 -1.3 -0.4501
H 6.916491 1.530999 -4.278574 -0.2 -0.1 0.1 0.1580
H 5.603409 1.749846 -3.159759 0.2 -0.1 -0.2 0.2269
H 5.071885 -0.563723 -6.394404 0.3 0.2 0.2 0.2229
H 6.611205 0.202595 -6.135881 -0.2 0.0 0.1 0.1503
```
Positions in Å, forces in eV/Å.

Record 2
# C15H29BO10P2

A cluster of 4 separate species, C15H29BO10P2 in total (ωB97M-V/def2-TZVPD, the Open Molecules 2025 dataset).

Output
* net charge: 0
* orbital gap: 9.34 eV
* relative energy (zero: lowest compared OMol25 entry of this formula, charge and spin): 0.000 eV

XYZ file:
```
57
Properties=species:S:1:pos:R:3:forces:R:3:nbo_charge:R:1
C -3.426529 1.345998 -0.153925 0.0 0.2 0.3 -0.6396
C -4.458826 2.427863 0.127539 0.0 0.0 -0.2 -0.0644
O -5.372071 2.052874 1.152809 0.0 0.0 0.1 -0.5400
C -5.198912 2.734444 2.379684 0.0 0.0 0.1 -0.4340
B -3.883369 2.443796 3.173174 -0.1 -0.2 0.0 0.3238
P -3.446897 3.499478 4.689003 0.1 0.2 0.0 -0.1723
P -1.892093 2.338333 5.667190 0.0 -0.1 0.0 2.1002
O -1.279264 1.309020 4.829758 0.1 0.0 0.1 -1.0678
O -2.552729 1.850858 7.049129 0.1 0.1 0.0 -0.9956
O -0.807656 3.422913 6.167989 -0.1 0.0 -0.1 -0.9952
H -2.599840 1.392728 0.555650 0.0 -0.1 0.0 0.2031
H -3.012328 1.452927 -1.155399 0.0 -0.1 0.0 0.2321
H -3.905731 0.372550 -0.049318 0.0 0.0 -0.2 0.2183
H -5.051100 2.615190 -0.771977 -0.1 -0.1 0.0 0.1812
H -3.974467 3.379361 0.381934 0.0 0.0 0.0 0.1572
H -6.031126 2.414798 3.025841 0.0 0.0 0.0 0.2354
H -5.351002 3.818913 2.247786 0.0 0.0 0.0 0.2009
H -3.116787 1.611560 2.826101 0.1 0.1 0.0 -0.0203
H -4.530586 3.304032 5.562281 0.0 0.0 0.0 0.0557
H -1.899499 1.844464 7.763743 -0.1 -0.1 0.0 0.5102
H -1.179231 4.307155 6.279223 0.1 -0.1 0.0 0.5081
O -2.336537 -0.523400 -3.083567 0.0 0.0 0.0 -0.5829
C -1.322505 -0.771663 -2.494783 0.0 0.0 -0.1 0.7938
O -0.674688 0.158581 -1.760469 0.0 0.1 0.0 -0.4990
C 0.564498 -0.377274 -1.247435 0.1 -0.1 0.1 -0.0767
C 0.375911 -1.888838 -1.246846 -0.2 0.0 0.0 -0.4430
C -0.557628 -2.080287 -2.439466 0.0 0.0 0.2 -0.5272
H 1.371995 -0.054203 -1.905005 0.0 0.0 0.0 0.1969
H 0.726355 0.041493 -0.257062 -0.1 0.0 0.0 0.1955
H 1.309575 -2.441145 -1.301467 0.0 0.1 -0.1 0.2565
H -0.132259 -2.193327 -0.330373 0.0 0.0 0.0 0.2066
H -0.009764 -2.188519 -3.378434 0.0 0.0 0.0 0.2319
H -1.250439 -2.912059 -2.343005 0.0 0.0 -0.1 0.2388
O 3.091211 -3.838969 -0.982784 0.0 0.0 0.0 -0.5654
C 2.978078 -4.103031 0.177517 0.2 0.0 0.1 0.7963
O 1.915353 -3.699956 0.915647 0.0 0.0 0.0 -0.4957
C 2.090612 -4.076102 2.293837 0.0 0.0 0.1 -0.0702
C 3.081474 -5.234919 2.270611 0.0 0.0 -0.1 -0.4300
C 3.935723 -4.885942 1.055591 -0.1 -0.1 0.1 -0.5292
H 2.476530 -3.210376 2.835608 0.0 0.0 0.0 0.1826
H 1.115299 -4.338768 2.695294 0.0 0.0 0.0 0.2008
H 3.638685 -5.330109 3.199782 0.0 0.0 0.0 0.2241
H 2.550761 -6.171317 2.094053 0.0 0.0 0.0 0.2114
H 4.769018 -4.227043 1.307619 0.0 0.0 0.0 0.2399
H 4.321335 -5.744508 0.513094 0.1 0.0 0.0 0.2445
O 4.559889 0.431511 -2.966315 0.0 0.0 0.0 -0.5572
C 3.883021 0.982548 -3.780794 0.0 -0.1 0.0 0.7904
O 2.619531 1.396157 -3.509222 0.0 0.0 0.0 -0.4988
C 1.998788 1.938886 -4.687064 0.0 0.0 0.0 -0.0705
C 3.155906 2.350717 -5.592039 0.1 0.0 0.0 -0.4297
C 4.221976 1.323406 -5.220499 -0.1 0.2 0.0 -0.5299
H 1.377971 1.160598 -5.136279 0.0 0.0 0.0 0.1804
H 1.361766 2.764369 -4.380771 0.0 0.0 0.0 0.2026
H 2.884679 2.356302 -6.645360 0.0 0.0 0.0 0.2231
H 3.496666 3.351198 -5.322584 0.0 0.0 0.0 0.2111
H 4.138573 0.407348 -5.808648 0.0 0.0 0.0 0.2375
H 5.242687 1.689390 -5.286597 0.0 -0.1 0.0 0.2435
```
Positions in Å, forces in eV/Å.

- Which of these has the lowest net charge?
  C15H29BBeBr4ClF2MgN3O13P

- What is the net charge in the second record?
  0